Density functional theory data (the ωB97M-V functional and the def2-TZVPD basis) for 2 unconnected molecules or ions with the total composition C4H13NSi in a non-equilibrium geometry.

- ΔE to the lowest compared entry with this formula, charge and spin (kcal per mole) = 45.0
- structure (SMILES) = C[SiH2]N.C=CC
- M (g/mol) = 103.24
- HOMO-LUMO gap (eV) = 10.446
- net charge = 0
- HOMO level (Ha) = -0.3463

```
19
Properties=species:S:1:pos:R:3:forces:R:3
H -0.75095 2.15791 0.44076 -0.4523 0.2823 -0.2273
C 2.66172 -2.12127 -0.18423 -0.7139 3.9386 -0.0079
H -2.16757 -0.99940 -1.29028 -0.0083 0.8356 -0.2586
C 2.10491 0.00981 1.25618 2.7545 -1.9488 -1.2281
H -3.95172 2.08939 -0.44636 0.8260 -2.2381 -1.0359
H -2.59845 -0.76335 0.85612 0.0850 1.2673 -0.3897
H 1.34922 -0.50133 1.85231 -0.2644 0.5249 -0.1105
H -0.26435 1.48035 -1.21109 -1.0717 0.1505 1.1721
H 3.27009 -2.38565 0.63746 0.3838 -1.3166 0.7101
H 0.07343 0.64864 0.27247 -1.3668 0.4223 -0.4096
H -4.38131 0.79587 -1.39880 -2.8434 -1.4239 -1.8605
N -3.66290 1.16521 -0.91447 1.9549 3.4582 2.8433
Si -2.36889 0.18450 -0.36913 1.3494 -0.7432 0.7553
C 2.25766 -0.80608 -0.10284 -1.3986 -1.7218 -0.1227
H 2.45133 -2.71642 -1.06179 0.4223 -0.0619 0.0983
H 3.08389 -0.13633 1.82811 -1.2113 0.4526 -0.6336
C -0.74873 1.27825 -0.19550 1.2226 -1.9282 -0.7009
H 1.69649 -0.43673 -1.00325 0.5103 -0.0237 1.0336
H 1.94614 1.05663 1.03433 -0.1782 0.0737 0.3726
```
Forces are in eV/Å.

Here is what natural (NBO) gives for the atomic charges, in e: 0.238 -0.418 -0.197 -0.670 0.405 -0.216 0.231 0.241 0.189 0.241 0.385 -1.290 1.292 -0.167 0.210 0.219 -1.099 0.186 0.222